[1]
{"formula": "C3H10N2P", "method": "ωB97M-V with the def2-TZVPD basis set", "total_charge": 1, "lumo_energy_ev": -4.1, "symbols": ["C", "C", "C", "N", "N", "P", "H", "H", "H", "H", "H", "H", "H", "H", "H", "H"], "xyz": [[-1.159, -1.463, 0.356], [0.746, -0.337, -0.563], [-0.387, 1.914, -1.268], [0.779, -1.051, 1.634], [0.237, -1.001, 0.419], [0.564, 2.292, 0.071], [-1.830, -1.025, 1.156], [-1.178, -2.527, 0.441], [-1.463, -1.080, -0.645], [0.251, -0.406, -1.591], [1.699, 0.039, -0.387], [-1.471, 1.652, -1.011], [-0.121, 2.098, -2.254], [1.433, -0.416, 1.965], [1.692, 2.694, -0.631], [0.209, -1.383, 2.309]], "forces_ev_per_angstrom": [[-0.66, 1.20, -0.74], [-1.71, -1.84, -1.31], [-1.84, 0.36, 3.24], [1.44, -0.74, -1.05], [-1.29, 1.10, -0.71], [-1.03, 0.24, -0.29], [1.15, -0.17, -0.82], [-0.11, -0.73, -0.16], [-0.41, -0.84, 0.88], [1.06, 0.16, 1.85], [1.66, 0.49, -0.36], [1.61, 0.17, -0.73], [0.32, 0.16, -1.77], [1.42, 1.61, -0.09], [0.64, 0.13, -0.31], [-2.25, -1.29, 2.34]], "nbo_charge": [-0.4256, -0.0323, -0.7497, -0.5979, -0.0958, 0.4730, 0.2470, 0.2452, 0.2319, 0.2661, 0.2241, 0.2331, 0.2248, 0.4034, -0.0365, 0.3892]}

[2]
{"formula": "C28H38BrF6GeN3O9S2Y", "method": "ωB97M-V with the def2-TZVPD basis set", "total_charge": 2, "spin_multiplicity": 2, "lumo_energy_ev": [-5.7, -9.0], "s_squared": 0.785, "symbols": ["Y", "C", "C", "C", "C", "O", "Ge", "O", "C", "C", "C", "C", "O", "C", "C", "C", "C", "H", "H", "H", "H", "H", "H", "H", "H", "H", "H", "H", "H", "H", "H", "H", "H", "H", "H", "H", "H", "H", "H", "H", "H", "H", "H", "H", "C", "O", "C", "C", "C", "Br", "C", "C", "C", "O", "C", "N", "C", "C", "C", "C", "C", "C", "N", "H", "H", "H", "H", "H", "H", "H", "H", "H", "H", "H", "F", "C", "F", "F", "S", "O", "O", "N", "S", "O", "O", "C", "F", "F", "F"], "xyz": [[0.521, -0.861, 1.342], [2.072, 1.227, -4.068], [0.628, 1.132, -3.925], [-0.019, 2.516, -3.860], [-0.056, 0.332, -5.012], [0.477, 0.362, -2.531], [1.801, -1.113, -1.736], [0.455, -1.937, -0.666], [-0.066, -3.377, -0.544], [-0.926, -3.344, 0.693], [1.137, -4.291, -0.262], [-0.863, -3.717, -1.791], [2.117, -0.130, -0.078], [3.204, 0.758, 0.311], [3.784, 0.175, 1.600], [4.306, 0.867, -0.768], [2.686, 2.193, 0.578], [2.349, 1.742, -4.997], [2.619, 0.290, -4.031], [2.406, 1.848, -3.240], [-0.129, 2.921, -4.861], [0.604, 3.224, -3.303], [-1.040, 2.460, -3.461], [0.157, -0.729, -4.900], [0.347, 0.667, -5.975], [-1.118, 0.508, -5.075], [-0.425, -3.296, 1.678], [-1.470, -4.294, 0.721], [-1.795, -2.687, 0.591], [1.778, -3.936, 0.561], [1.755, -4.440, -1.162], [0.866, -5.325, 0.028], [-1.654, -2.970, -1.924], [-1.309, -4.719, -1.743], [-0.197, -3.697, -2.660], [4.164, -0.816, 1.483], [3.088, 0.212, 2.418], [4.631, 0.791, 1.967], [4.747, -0.097, -1.068], [5.166, 1.453, -0.430], [3.899, 1.310, -1.677], [2.101, 2.215, 1.490], [2.108, 2.573, -0.262], [3.520, 2.856, 0.708], [0.957, 1.340, 3.919], [0.389, 1.155, 2.599], [-0.580, 2.068, 2.124], [-0.894, 3.239, 2.738], [-1.712, 4.135, 2.063], [-1.841, 5.853, 2.870], [-2.301, 3.818, 0.833], [-1.979, 2.628, 0.268], [-1.096, 1.723, 0.903], [-0.860, 0.496, 0.405], [-2.674, 2.242, -0.949], [-3.381, 3.093, -1.669], [-3.961, 2.340, -2.618], [-4.863, 2.703, -3.643], [-5.246, 1.669, -4.455], [-4.833, 0.327, -4.289], [-3.965, -0.074, -3.283], [-3.552, 0.917, -2.477], [-2.686, 0.962, -1.391], [1.530, 2.265, 3.971], [1.666, 0.515, 3.973], [0.167, 1.290, 4.676], [-0.487, 3.482, 3.729], [-3.093, 4.489, 0.492], [-0.428, 0.420, -2.303], [-5.285, 3.686, -3.770], [-6.049, 1.821, -5.209], [-5.233, -0.507, -4.928], [-3.721, -1.111, -3.129], [-2.231, 0.192, -0.900], [-1.497, -2.279, 6.423], [-1.112, -1.241, 5.708], [-2.055, -0.328, 5.815], [0.015, -0.712, 6.213], [-0.887, -1.936, 3.960], [-1.219, -0.886, 2.953], [-1.709, -3.094, 4.015], [0.686, -2.176, 3.636], [1.431, -3.598, 4.103], [0.932, -4.085, 5.343], [1.615, -4.445, 2.966], [3.111, -2.954, 4.462], [3.941, -3.887, 4.915], [3.554, -2.355, 3.350], [3.012, -2.052, 5.428]], "forces_ev_per_angstrom": [[-0.23, -0.38, 0.49], [1.76, 0.70, -0.10], [-1.60, -0.48, 0.30], [0.09, -0.18, 0.77], [0.52, -0.31, -0.13], [1.29, 0.96, -1.81], [0.18, -0.12, 0.42], [-0.27, -0.55, 0.14], [1.08, 0.42, 0.52], [-1.28, -0.71, -0.07], [0.45, -0.58, -0.61], [0.36, 0.17, -0.09], [-0.06, -0.02, -0.21], [1.07, 0.73, 0.00], [0.87, 1.23, -0.22], [-0.13, -0.84, -0.18], [-0.26, -0.96, -0.25], [-0.14, -0.12, 0.19], [-0.12, -0.24, -0.16], [0.44, 0.10, 0.02], [0.14, -0.14, -0.26], [-0.34, -0.12, 0.15], [0.22, 0.08, 0.13], [-0.05, -0.11, -0.13], [0.03, -0.13, 0.17], [-0.46, -0.07, 0.27], [-0.01, 0.06, -0.57], [0.35, -0.21, 0.28], [0.30, 0.63, 0.19], [-0.32, 0.10, -0.30], [-0.09, 0.33, 0.21], [-0.35, 0.61, -0.07], [0.04, -0.17, -0.04], [0.14, 0.28, 0.15], [-0.16, 0.02, 0.05], [0.14, -0.76, -0.22], [-0.70, -0.14, 0.47], [-0.40, -0.23, -0.33], [-0.35, 0.02, 0.26], [-0.41, 0.14, 0.09], [0.05, 0.20, 0.02], [-0.21, 0.13, -0.01], [-0.17, -0.09, -0.04], [0.52, 0.28, 0.12], [-0.07, -0.22, -0.43], [-0.52, 0.76, -0.19], [1.63, -0.66, 0.83], [0.52, 0.28, 0.71], [-0.35, 0.69, -0.30], [-0.38, -0.37, -0.32], [-0.25, 2.55, 2.53], [-0.40, -1.87, -1.68], [-0.76, -1.68, -1.20], [0.05, 1.12, 0.17], [1.57, -0.33, 2.10], [-1.22, -0.07, -1.27], [0.56, -0.47, 0.38], [-0.08, -0.82, -0.39], [-1.65, 0.28, -0.94], [-0.26, -1.47, -0.52], [-0.45, -0.69, -0.50], [0.88, 2.35, 1.37], [-0.56, -0.60, -0.93], [-0.17, 0.17, -0.02], [-0.16, -0.02, 0.61], [0.34, -0.02, -0.13], [-0.20, 0.00, -0.58], [0.56, -0.29, -0.47], [-1.68, 0.01, 0.80], [0.17, 0.21, 0.14], [0.89, 0.12, 0.50], [0.27, 1.29, 0.46], [0.14, -0.13, -0.05], [-0.10, 0.36, 0.07], [0.52, 0.02, 0.04], [0.15, -0.12, 1.22], [-0.19, 0.41, -0.88], [-0.19, -0.48, -0.60], [0.31, 0.19, -0.50], [0.05, -0.87, 1.06], [0.14, 0.05, -0.43], [-0.42, -0.03, -0.26], [-0.02, -0.29, 0.42], [-0.28, 0.15, -0.21], [-0.27, 0.21, -0.20], [0.04, 0.23, 0.97], [-0.46, 0.12, -1.03], [0.48, -0.19, -0.01], [-0.11, 0.60, 0.01]], "lowdin_spin": [0.0013, 0.0000, 0.0000, 0.0001, -0.0001, 0.0000, 0.0000, -0.0001, 0.0000, 0.0001, 0.0000, 0.0000, 0.0005, 0.0000, 0.0000, 0.0000, 0.0001, 0.0000, 0.0000, 0.0000, 0.0000, 0.0000, 0.0006, 0.0000, 0.0000, -0.0001, 0.0000, 0.0000, 0.0000, 0.0000, 0.0000, 0.0000, 0.0000, 0.0000, 0.0000, 0.0000, 0.0000, 0.0000, 0.0000, 0.0000, 0.0000, -0.0001, 0.0001, 0.0000, 0.0000, -0.0044, 0.0026, 0.0543, 0.0026, 0.0043, 0.0129, 0.0348, 0.0656, 0.0473, 0.0867, 0.1066, 0.1199, 0.0773, 0.0355, 0.2152, 0.0034, 0.1241, 0.0016, 0.0001, 0.0000, 0.0000, 0.0020, 0.0001, 0.0000, 0.0016, -0.0007, 0.0078, -0.0030, -0.0008, 0.0000, 0.0000, 0.0000, 0.0000, 0.0000, 0.0000, 0.0000, 0.0001, 0.0000, 0.0000, 0.0000, 0.0000, 0.0000, 0.0000, 0.0000]}

[3]
{"formula": "C6H10", "method": "ωB97M-V with the def2-TZVPD basis set", "total_charge": 0, "lumo_energy_ev": 0.8, "symbols": ["C", "C", "C", "C", "C", "C", "H", "H", "H", "H", "H", "H", "H", "H", "H", "H"], "xyz": [[1.721, 0.157, 1.078], [1.149, 0.503, -0.202], [1.438, 0.337, -1.506], [-1.439, -1.160, -0.006], [-1.351, 0.362, 0.006], [-0.026, 0.843, 0.505], [1.698, 0.902, 1.851], [-1.417, -1.581, 1.005], [1.888, -0.900, 1.217], [0.846, 0.896, -2.216], [2.192, -0.374, -1.811], [-2.440, -1.457, -0.323], [-0.638, -1.599, -0.597], [-2.072, 0.849, 0.667], [-1.511, 0.708, -1.019], [-0.038, 1.514, 1.352]], "forces_ev_per_angstrom": [[-2.67, -1.22, -0.86], [1.68, 1.80, -1.08], [-0.38, -0.10, 0.92], [-0.96, -0.10, 0.86], [0.20, -0.40, 0.64], [0.75, -0.08, 0.40], [0.74, -0.18, 0.26], [0.47, 0.23, 0.02], [0.33, 0.00, 0.69], [-0.23, -0.54, -0.27], [0.34, 0.44, -0.20], [0.18, -0.14, -0.65], [-0.19, -0.05, -0.15], [-0.42, -0.40, -0.26], [0.10, 0.23, 0.11], [0.04, 0.53, -0.42]], "nbo_charge": [-0.3582, -0.0772, -0.5194, -0.6047, -0.4405, -0.1168, 0.2201, 0.2045, 0.2115, 0.2014, 0.2033, 0.2105, 0.2209, 0.2092, 0.2208, 0.2146]}

[4]
{"formula": "C33H28BrN4O3PSTi", "method": "ωB97M-V with the def2-TZVPD basis set", "total_charge": 1, "spin_multiplicity": 2, "lumo_energy_ev": [-3.3, -3.3], "s_squared": 0.754, "symbols": ["Ti", "C", "C", "N", "N", "C", "N", "S", "C", "C", "C", "C", "C", "N", "H", "H", "H", "H", "H", "H", "H", "H", "H", "Br", "C", "C", "C", "C", "C", "C", "C", "O", "O", "H", "H", "H", "H", "O", "P", "C", "C", "C", "C", "C", "C", "C", "C", "C", "C", "C", "C", "C", "C", "C", "C", "C", "C", "H", "H", "H", "H", "H", "H", "H", "H", "H", "H", "H", "H", "H", "H", "H"], "xyz": [[0.921, 1.568, -0.428], [3.383, 3.838, 2.488], [2.364, 3.396, 1.496], [2.127, 2.171, 1.206], [2.912, 1.186, 1.784], [3.433, 0.445, 0.846], [4.208, -0.604, 1.202], [3.175, 0.711, -0.884], [1.652, 4.348, 0.620], [1.654, 5.718, 0.790], [1.033, 6.518, -0.159], [0.421, 5.924, -1.247], [0.437, 4.543, -1.339], [1.041, 3.771, -0.438], [3.608, 3.027, 3.173], [3.040, 4.708, 3.046], [4.304, 4.111, 1.966], [4.507, -0.667, 2.162], [4.775, -1.034, 0.494], [2.141, 6.160, 1.647], [1.035, 7.594, -0.049], [-0.064, 6.511, -2.013], [-0.046, 4.031, -2.160], [-5.610, -0.391, -5.468], [-4.186, 0.220, -4.398], [-2.885, 0.085, -4.861], [-1.841, 0.529, -4.068], [-2.103, 1.096, -2.826], [-3.413, 1.230, -2.376], [-4.463, 0.794, -3.164], [-0.984, 1.520, -1.967], [-1.179, 1.922, -0.780], [0.228, 1.442, -2.381], [-2.698, -0.360, -5.828], [-0.818, 0.440, -4.407], [-3.598, 1.677, -1.408], [-5.486, 0.893, -2.830], [0.251, -0.157, 0.260], [-0.088, -1.587, 0.668], [-1.773, -1.653, 1.259], [-2.644, -0.611, 0.951], [-3.969, -0.682, 1.362], [-4.420, -1.785, 2.070], [-3.548, -2.822, 2.383], [-2.225, -2.758, 1.982], [0.085, -2.651, -0.753], [-0.138, -4.026, -0.655], [-0.050, -4.820, -1.785], [0.263, -4.248, -3.013], [0.495, -2.885, -3.111], [0.409, -2.081, -1.982], [0.958, -2.182, 1.985], [2.014, -3.060, 1.751], [2.826, -3.453, 2.805], [2.599, -2.956, 4.079], [1.559, -2.063, 4.312], [0.735, -1.680, 3.270], [-2.287, 0.247, 0.396], [-4.648, 0.127, 1.129], [-5.453, -1.837, 2.387], [-3.900, -3.676, 2.947], [-1.545, -3.557, 2.251], [-0.376, -4.480, 0.298], [-0.224, -5.885, -1.711], [0.334, -4.871, -3.894], [0.752, -2.444, -4.065], [0.608, -1.019, -2.059], [2.202, -3.433, 0.753], [3.638, -4.147, 2.630], [3.234, -3.266, 4.899], [1.388, -1.676, 5.307], [-0.085, -0.995, 3.451]], "forces_ev_per_angstrom": [[0.14, -0.61, -0.33], [-0.05, 0.03, 0.01], [-0.01, -0.16, 0.10], [0.27, 0.23, 0.18], [0.07, -0.10, -0.05], [-0.14, 0.03, -0.09], [0.04, 0.11, -0.01], [-0.13, -0.06, 0.21], [-0.18, -0.01, -0.18], [0.10, 0.05, 0.10], [-0.02, 0.01, -0.06], [0.00, 0.05, 0.04], [-0.02, -0.07, 0.03], [-0.10, 0.16, -0.01], [0.00, -0.01, 0.00], [0.00, 0.00, -0.01], [0.00, 0.02, 0.00], [-0.02, -0.02, 0.01], [0.01, -0.02, 0.01], [0.02, -0.01, -0.01], [0.00, 0.00, 0.01], [-0.01, -0.01, 0.00], [0.04, 0.00, -0.03], [-0.04, -0.01, -0.03], [-0.03, 0.01, 0.04], [0.06, 0.03, 0.03], [-0.02, -0.02, -0.09], [0.04, -0.01, -0.01], [-0.05, -0.03, -0.01], [0.06, 0.01, 0.01], [0.07, 0.09, 0.03], [-0.03, 0.05, -0.02], [-0.13, 0.03, 0.12], [0.00, 0.00, 0.00], [0.00, -0.01, 0.01], [-0.01, 0.01, 0.00], [-0.01, 0.00, 0.00], [0.01, 0.18, 0.11], [0.07, 0.11, -0.07], [-0.04, -0.02, 0.06], [-0.06, -0.04, -0.04], [0.07, 0.03, -0.03], [0.01, -0.04, 0.02], [-0.02, 0.01, -0.01], [-0.02, 0.06, 0.01], [0.07, -0.03, -0.13], [-0.04, 0.04, -0.05], [0.02, 0.01, 0.02], [0.01, 0.00, 0.00], [0.01, -0.01, 0.01], [0.01, 0.00, -0.01], [0.07, 0.04, 0.07], [-0.04, 0.01, 0.01], [-0.02, 0.00, -0.03], [0.02, 0.00, 0.01], [-0.01, 0.01, 0.00], [0.04, -0.05, -0.01], [0.01, 0.03, 0.02], [0.00, 0.00, 0.00], [0.00, 0.00, 0.01], [0.00, 0.00, 0.00], [0.01, -0.01, 0.00], [-0.03, 0.00, 0.02], [0.00, 0.00, 0.00], [-0.01, 0.00, 0.00], [0.00, 0.00, 0.00], [-0.03, -0.06, -0.01], [-0.01, -0.01, 0.00], [0.00, 0.00, 0.00], [0.00, 0.00, 0.00], [0.00, 0.00, 0.00], [0.00, 0.01, 0.00]], "lowdin_spin": [0.9292, 0.0038, 0.0263, -0.0054, 0.0033, 0.0029, -0.0021, -0.0093, 0.0042, 0.0025, 0.0022, 0.0023, 0.0028, 0.0034, 0.0003, 0.0004, 0.0018, 0.0001, -0.0003, 0.0001, 0.0001, 0.0001, 0.0001, 0.0002, 0.0006, -0.0001, 0.0006, 0.0000, 0.0007, -0.0001, 0.0073, 0.0119, 0.0043, 0.0000, 0.0000, 0.0001, 0.0000, 0.0046, 0.0007, 0.0003, 0.0000, 0.0000, 0.0000, 0.0000, 0.0000, -0.0001, 0.0000, 0.0000, 0.0000, 0.0000, 0.0002, 0.0000, 0.0000, 0.0000, -0.0001, 0.0000, 0.0000, -0.0001, 0.0000, 0.0000, 0.0000, 0.0000, 0.0000, 0.0000, 0.0000, 0.0000, 0.0001, 0.0000, 0.0000, 0.0000, 0.0000, 0.0000]}